This record from OMol25 describes 2 unconnected molecules or ions with the total composition C2H8N2O4S at a distorted geometry. The level of theory is ωB97M-V/def2-TZVPD.

ORCA input file:
```
! wB97M-V def2-TZVPD RIJCOSX def2/J DEFGRID3
* xyz 0 1
C -0.56 1.88 -0.65
C 0.35 0.70 -0.74
N -2.00 1.57 -0.51
N 1.65 0.67 -0.51
O -0.41 -3.03 0.35
O 1.76 -1.74 0.52
O 0.42 -2.28 2.48
O -0.33 -0.55 0.91
S 0.42 -1.84 1.13
H -0.24 2.46 0.28
H -0.33 2.59 -1.46
H -0.08 -0.24 -1.21
H -2.26 1.54 -1.44
H -1.92 0.81 0.14
H 1.89 -0.34 -0.30
H 2.09 1.53 -0.04
H -0.44 -3.74 1.05
*
```

Values from the calculation:
LUMO level (eV): 0.008
HOMO-LUMO gap (eV): 10.18

Atom charges from the natural (NBO) analysis, given in e for atoms 1 to 8: -0.33 0.33 -0.82 -0.72 -0.89 -1.00 -0.97 -1.01

=====

This record from OMol25 describes a single C23H22Br2N2O3 molecule at a distorted geometry. The level of theory is ωB97M-V/def2-TZVPD.

ORCA input file:
```
! wB97M-V def2-TZVPD RIJCOSX def2/J DEFGRID3
* xyz 0 1
C -6.36 1.43 2.40
O -6.01 0.11 1.88
C -4.73 -0.33 2.05
C -3.76 0.32 2.84
C -2.48 -0.24 2.92
C -2.13 -1.33 2.07
C -0.70 -1.86 1.67
C 0.40 -0.82 2.09
C 1.68 -1.31 2.41
C 2.81 -0.53 2.44
Br 4.51 -1.29 2.64
C 2.75 0.93 2.19
O 3.75 1.65 2.04
C 1.38 1.45 2.07
Br 1.22 3.29 1.67
C 0.28 0.61 2.08
C -3.16 -2.05 1.50
C -4.45 -1.59 1.48
H -7.37 1.66 2.07
H -6.36 1.39 3.50
H -5.68 2.22 2.04
H -4.04 1.27 3.32
H -1.81 0.29 3.60
H -0.57 -2.05 0.50
H 1.79 -2.37 2.60
H -0.67 1.14 2.03
H -2.93 -2.97 0.96
H -5.26 -2.13 0.98
C 1.49 -9.58 3.62
C 1.31 -8.08 3.61
N 0.73 -7.55 2.39
C 0.38 -6.21 2.35
C -0.42 -5.72 1.30
C -0.86 -4.39 1.30
N -0.54 -3.44 2.21
C 0.23 -3.94 3.24
C 0.69 -5.25 3.33
C 0.07 -8.38 1.42
C 0.39 -9.87 1.54
O 0.50 -10.29 2.90
H 2.47 -9.84 3.22
H 1.41 -9.96 4.63
H 0.67 -7.81 4.47
H 2.30 -7.63 3.79
H -0.77 -6.37 0.49
H -1.50 -4.12 0.46
H 0.52 -3.28 4.05
H 1.33 -5.54 4.17
H -1.04 -8.30 1.53
H 0.34 -8.12 0.38
H -0.42 -10.47 1.10
H 1.33 -10.08 0.98
*
```

Values from the calculation:
LUMO level (eV): -1.001
HOMO-LUMO gap (eV): 5.09

Atom charges from the natural (NBO) analysis, given in e for atoms 1 to 8: -0.26 -0.50 0.33 -0.31 -0.15 -0.13 0.03 -0.24

=====

This record from OMol25 describes 2 unconnected molecules or ions with the total composition C4H10N2 at a distorted geometry. The level of theory is ωB97M-V/def2-TZVPD.

ORCA input file:
```
! wB97M-V def2-TZVPD RIJCOSX def2/J DEFGRID3
* xyz 1 2
C -0.10 1.90 0.80
C 0.11 2.14 2.26
C 1.26 1.90 2.87
H -0.77 2.61 0.34
H 0.82 1.97 0.21
H -0.45 0.88 0.67
H -0.77 2.17 2.89
H 1.33 2.00 3.95
H 2.26 1.74 2.47
N -0.01 -0.93 -1.94
C -0.61 -2.06 -1.50
N -0.79 -2.96 -2.39
H 0.15 -0.84 -2.95
H 0.70 -0.45 -1.36
H -0.95 -2.04 -0.49
H -1.21 -3.86 -2.12
*
```

Values from the calculation:
LUMO level (spin up / spin down) (eV): -4.720 / -9.297
HOMO-LUMO gap (spin up / spin down) (eV): 7.74 / 3.14
<S²>: 0.782

Atom charges from the natural (NBO) analysis, given in e for atoms 1 to 8: -0.64 -0.19 -0.38 0.23 0.20 0.18 0.21 0.21

=====

This record from OMol25 describes a molecular structure, C14H37Cl2N3O13V at a distorted geometry. The level of theory is ωB97M-V/def2-TZVPD.

ORCA input file:
```
! wB97M-V def2-TZVPD RIJCOSX def2/J DEFGRID3
* xyz 0 2
O 0.35 -0.63 0.32
V 0.93 0.59 -0.52
Cl -0.99 -2.00 -3.16
O -2.21 -1.40 -2.67
O 0.09 -1.65 -2.26
O -1.09 -3.43 -3.24
O -0.67 -1.43 -4.46
Cl -1.49 1.60 3.34
O -1.18 2.91 2.74
O -2.78 1.19 2.86
O -0.47 0.67 2.86
O -1.45 1.69 4.76
C -2.22 1.12 -0.64
O -1.03 0.95 -1.44
C -1.10 1.53 -2.73
C 0.26 1.40 -3.39
N 1.25 1.78 -2.34
C 2.65 1.50 -2.77
C 2.92 0.01 -2.76
O 2.56 -0.51 -1.49
C 2.90 -1.90 -1.35
H -3.08 1.29 -1.29
H -2.10 2.02 -0.03
H -2.36 0.23 -0.04
H -1.41 2.58 -2.69
H -1.87 0.99 -3.29
H 0.31 2.11 -4.21
H 0.46 0.40 -3.76
H 1.28 2.79 -2.25
H 3.29 1.96 -2.01
H 2.90 1.88 -3.76
H 3.98 -0.10 -3.03
H 2.32 -0.51 -3.52
H 3.93 -1.98 -0.98
H 2.81 -2.41 -2.31
H 2.25 -2.33 -0.60
C 1.72 4.30 1.71
C 1.82 3.00 0.91
C 2.53 1.95 1.72
O 2.51 0.72 1.01
C 3.02 -0.35 1.78
N 0.48 2.47 0.54
H 2.60 4.40 2.35
H 0.87 4.30 2.39
H 1.67 5.16 1.03
H 2.45 3.17 0.02
H 2.06 1.81 2.70
H 3.56 2.25 1.96
H 4.08 -0.20 2.04
H 2.95 -1.29 1.25
H 2.48 -0.44 2.73
H -0.10 2.49 1.41
H 0.04 3.21 -0.01
C -3.26 -2.38 3.22
C -2.07 -3.01 2.46
C -2.29 -2.96 0.96
O -3.44 -3.73 0.67
C -3.66 -3.81 -0.73
N -0.77 -2.43 2.77
H -3.97 -3.16 3.50
H -3.81 -1.71 2.57
H -2.93 -1.86 4.12
H -1.99 -4.08 2.70
H -1.44 -3.29 0.37
H -2.50 -1.90 0.72
H -4.01 -2.84 -1.11
H -4.44 -4.56 -0.88
H -2.77 -4.14 -1.26
H -0.76 -1.42 2.71
H -0.55 -2.59 3.75
*
```

Values from the calculation:
LUMO level (spin up / spin down) (eV): -1.056 / -0.938
HOMO-LUMO gap (spin up / spin down) (eV): 7.24 / 7.36
<S²>: 0.787

Atom charges from the natural (NBO) analysis, given in e for atoms 1 to 8: -0.61 1.72 2.56 -0.86 -0.90 -0.82 -0.89 2.55

=====

This record from OMol25 describes 3 unconnected molecules or ions with the total composition C4H13NO3 at a distorted geometry. The level of theory is ωB97M-V/def2-TZVPD.

ORCA input file:
```
! wB97M-V def2-TZVPD RIJCOSX def2/J DEFGRID3
* xyz 0 1
C -0.48 2.02 0.07
C -1.24 0.75 0.41
N -0.80 -0.44 -0.14
C 0.05 -0.57 -1.32
C -1.73 -1.60 -0.06
O -2.25 0.82 1.07
H 0.59 1.81 -0.05
H -0.92 2.35 -0.88
H -0.70 2.73 0.87
H -0.45 -0.41 -2.27
H 0.45 -1.58 -1.39
H 0.95 0.05 -1.33
H -2.62 -1.41 -0.66
H -1.20 -2.43 -0.51
H -2.01 -1.75 0.97
H 0.97 -0.67 2.59
H 0.57 -0.33 1.14
O 1.34 -0.51 1.72
H 3.49 0.16 -0.76
H 2.92 0.26 0.67
O 3.04 0.75 -0.15
*
```

Values from the calculation:
LUMO level (eV): 0.665
HOMO-LUMO gap (eV): 10.32
SMILES string: CC(=O)N(C)C.O.O

Atom charges from the natural (NBO) analysis, given in e for atoms 1 to 8: -0.72 0.68 -0.48 -0.43 -0.40 -0.61 0.24 0.23

=====

This record from OMol25 describes 2 unconnected molecules or ions with the total composition C17H25N2 at a distorted geometry. The level of theory is ωB97M-V/def2-TZVPD.

ORCA input file:
```
! wB97M-V def2-TZVPD RIJCOSX def2/J DEFGRID3
* xyz 1 1
C -4.32 -1.70 2.05
C -5.11 -0.43 1.69
C -4.10 0.72 1.64
N -2.79 0.08 1.68
C -1.65 0.75 1.59
C -0.38 0.16 1.69
C 0.81 0.83 1.35
C 1.99 0.02 1.08
C 2.85 0.23 -0.03
C 3.97 -0.58 -0.24
C 4.32 -1.56 0.71
C 3.48 -1.79 1.81
C 2.33 -1.02 1.98
C -2.84 -1.34 2.01
H -4.51 -2.01 3.08
H -4.53 -2.54 1.38
H -5.59 -0.57 0.71
H -5.87 -0.22 2.45
H -4.24 1.33 0.74
H -4.22 1.39 2.51
H -1.69 1.85 1.54
H -0.33 -0.88 2.05
H 0.69 1.78 0.86
H 2.60 1.04 -0.74
H 4.57 -0.46 -1.16
H 5.13 -2.26 0.49
H 3.71 -2.60 2.52
H 1.68 -1.20 2.86
H -2.30 -1.52 2.95
H -2.32 -1.93 1.25
C 2.84 4.34 3.16
C 1.41 4.54 3.67
C 0.65 3.24 3.41
N 1.60 2.23 2.83
C 2.92 2.92 2.60
H 3.18 5.09 2.44
H 3.51 4.40 4.01
H 1.47 4.70 4.75
H 0.90 5.42 3.26
H 0.15 2.89 4.34
H -0.14 3.37 2.66
H 1.75 1.51 3.56
H 3.08 2.91 1.51
H 3.77 2.37 3.05
*
```

Values from the calculation:
LUMO level (eV): -3.680
HOMO-LUMO gap (eV): 7.88

Atom charges from the natural (NBO) analysis, given in e for atoms 1 to 8: -0.42 -0.41 -0.22 -0.32 0.20 -0.42 0.08 -0.14

=====

This record from OMol25 describes a single C3H2ClNO molecule at a distorted geometry. The level of theory is ωB97M-V/def2-TZVPD.

ORCA input file:
```
! wB97M-V def2-TZVPD RIJCOSX def2/J DEFGRID3
* xyz 0 1
C 0.22 -0.38 0.37
C 0.40 0.87 -0.37
C -1.07 -0.79 0.08
H 0.36 -0.06 1.41
H 0.56 0.84 -1.44
N -2.22 -0.82 -0.09
O 0.28 1.96 0.17
Cl 1.46 -1.61 -0.14
*
```

Values from the calculation:
LUMO level (eV): -0.485
HOMO-LUMO gap (eV): 10.65
SMILES string: N#C[C@@H](Cl)C=O

Formally, the natural (NBO) partial charges of the atoms, in units of the elementary charge, are as follows: -0.40 0.42 0.24 0.29 0.15 -0.22 -0.47 0.00

=====

This record from OMol25 describes a single C6H12N2 molecule. The level of theory is ωB97M-V/def2-TZVPD.

ORCA input file:
```
! wB97M-V def2-TZVPD RIJCOSX def2/J DEFGRID3
* xyz 0 1
C -1.78 -0.54 0.82
C 1.08 1.03 0.98
C 2.37 0.24 -1.03
C -1.47 0.12 -0.52
C 1.03 0.41 -0.38
N -1.10 -1.80 1.06
C -0.09 0.05 -1.01
N -2.33 0.66 -1.27
H -3.28 0.66 -0.90
H -0.10 -1.67 1.01
H -1.35 -2.47 0.35
H -2.86 -0.72 0.88
H -1.52 0.14 1.63
H -0.02 -0.31 -2.03
H 1.25 0.28 1.75
H 0.15 1.56 1.21
H 1.90 1.74 1.03
H 2.81 1.22 -1.24
H 2.29 -0.31 -1.97
H 3.05 -0.29 -0.36
*
```

Values from the calculation:
LUMO level (eV): 0.893
HOMO-LUMO gap (eV): 9.91
SMILES string: [H]/N=C(/C=C(C)C)CN

Atom charges from the natural (NBO) analysis, given in e for atoms 1 to 8: -0.29 -0.66 -0.63 0.26 0.05 -0.82 -0.27 -0.61

=====

Taking the records one at a time from the top gives total energy values of -24207.780 -173411.065 -7279.760 -96923.035 -11991.643 -21007.633 -19201.866 -9395.984 eV.